Record 1
Here is C24H40BF6NO6PS2 as an isolated structure in a non-equilibrium geometry from OMol25. Energies are from wB97M-V/def2-TZVPD.

```
81
Properties=species:S:1:pos:R:3:mulliken_charge:R:1
S -0.3053 8.9853 2.3258 0.949
S 1.4715 7.0645 3.0593 0.929
P -0.1532 0.0257 0.2596 2.071
F -2.6564 9.9317 1.6313 -0.229
F 2.2306 4.6277 3.7040 -0.243
F -2.3061 7.9038 0.9710 -0.237
F 0.6477 4.6978 2.2332 -0.156
F 0.2153 5.1064 4.3097 -0.251
F -2.7592 8.2981 3.0424 -0.242
O -0.2638 9.8986 3.4327 -0.649
O -0.5334 2.4338 3.2443 -0.400
O 1.9414 7.5498 4.3262 -0.675
O 2.4212 7.0816 1.9820 -0.662
O 0.2482 9.4615 1.0895 -0.651
O -2.6021 1.6678 0.2747 -0.721
N -0.0105 7.4700 2.6732 -0.238
C 0.4991 -6.0447 -3.8630 -1.362
C -1.9738 -1.7441 -1.2282 0.634
C -3.8778 -3.8237 -0.9039 -0.662
C 2.6001 -1.1257 -2.4433 -0.782
C 3.2256 -3.6271 -2.5022 -0.687
C 0.5810 0.7229 1.9248 -2.027
C -1.6149 -3.0921 -1.3203 1.138
C -2.1379 -5.5740 -1.2524 -1.732
C 1.9133 -4.0287 -3.1756 0.260
C -2.0985 8.7668 1.9753 0.659
C 1.5323 0.0979 -0.5288 -1.888
C -0.4494 1.0244 3.0165 0.359
C -4.2524 -2.4927 -0.8005 -1.040
C 1.6842 -5.5393 -3.0433 -0.552
C -0.9946 -0.6294 -1.4261 -1.596
C -0.6659 -1.4261 1.2868 -0.619
C -0.4726 2.9894 -0.2464 -0.796
C -0.0238 0.3935 4.3525 -1.823
C -3.3169 -1.4730 -0.9602 -0.203
C 0.1078 -2.5216 1.5417 -0.989
C -2.5331 -4.1201 -1.1530 0.369
C 1.1228 5.2814 3.3414 0.701
C 3.6109 -2.1932 -2.8723 -1.238
C 2.1237 -1.2613 -0.9747 0.708
B -1.2213 1.6532 0.0852 0.434
H 1.3156 0.0302 2.3427 0.682
H 2.6094 -6.0208 -3.3615 0.469
H 4.6229 -1.9469 -2.5485 0.368
H 2.2367 0.5730 0.1475 0.467
H -1.4482 0.6217 2.8197 0.457
H -0.4075 -5.4771 -3.6682 0.242
H -2.4874 -6.1345 -0.3876 0.473
H 3.1253 -0.1662 -2.4788 0.510
H 0.3561 -3.2385 0.7598 0.149
H 0.3046 -7.0841 -3.5927 0.348
H 1.1268 1.6529 1.7427 0.520
H 3.2220 -3.7946 -1.4245 0.280
H -0.5801 -3.3486 -1.5207 -0.206
H -0.5556 3.6176 0.6436 0.249
H 0.5919 2.8347 -0.4177 0.214
H 3.0116 -1.5016 -0.3951 0.839
H -3.6812 -0.4569 -0.8917 0.120
H -1.0742 -5.7125 -1.4289 0.152
H -5.2932 -2.2589 -0.6176 0.385
H 1.7666 -1.0287 -3.1394 0.306
H -0.2813 -0.9436 -2.1942 0.229
H -1.5486 0.2021 -1.8816 0.685
H -3.0324 1.6912 -0.5866 0.329
H -0.9278 3.5290 -1.0783 0.435
H 3.9926 -4.2824 -2.9254 0.562
H 1.3712 -2.0473 -0.9636 -0.837
H 3.6590 -2.1707 -3.9665 0.376
H 0.0760 -0.6903 4.2820 0.339
H 0.5245 -2.7288 2.5260 0.225
H 0.8581 0.8943 4.7441 0.343
H -1.4413 2.6733 3.4462 0.274
H 0.7754 -6.0355 -4.9164 0.442
H 1.4358 0.7459 -1.4013 0.739
H -4.5980 -4.6241 -0.8015 0.437
H -2.6539 -6.0069 -2.1141 0.378
H -1.6432 -1.3886 1.7708 0.465
H 1.5417 -5.7420 -1.9787 0.268
H 1.0775 -3.4690 -2.7525 -0.366
H -0.8390 0.5833 5.0569 0.434
H 1.9380 -3.7665 -4.2374 0.353
```

As for the multiplicity: 1. As for the LUMO energy: 0.0638 Ha. As for the charge: -1. The frontier orbital gap comes out at 7.4688 eV.


Record 2
Here is a 2-piece molecular cluster, BrI2P overall from OMol25. Energies are from wB97M-V/def2-TZVPD.

```
4
Properties=species:S:1:pos:R:3:mulliken_charge:R:1
I -1.7046 -0.1494 1.4760 0.023
I 2.0693 -2.3749 -0.1497 0.003
Br 0.0480 0.9751 -1.6964 -0.123
P -0.4128 1.5491 0.3701 0.097
```

As for the multiplicity: 1. As for the LUMO energy (alpha / beta): -0.0640 / -0.1200 Ha. Its energy relative to the best compared isomer or geometry (same formula, charge and spin) is 202.0 kJ/mol. The frontier orbital gap (alpha / beta) comes out at 8.1868 / 5.1701 eV.


Record 3
Here is one molecule with the formula C5H6ClNS in a non-equilibrium geometry from OMol25. Energies are from wB97M-V/def2-TZVPD.

```
14
Properties=species:S:1:pos:R:3:mulliken_charge:R:1
Cl -3.0565 -0.5660 -0.4233 -0.180
S 1.5858 -1.1085 -0.8455 -0.123
N 0.5760 -1.7474 0.6097 -0.526
C 0.4084 1.2340 0.0532 -0.327
C -0.5779 -1.2705 0.6104 -0.016
C 1.7445 0.4611 -0.0709 -0.475
C -0.8638 0.8769 -0.1656 -0.537
C -1.3797 -0.5076 -0.4526 0.241
H -1.1400 -1.4158 1.7033 0.252
H -1.6574 1.5471 -0.1813 0.421
H 2.2873 0.1648 0.8602 0.315
H 2.5882 1.1638 -0.5621 0.321
H 0.4267 2.2685 0.3086 0.359
H -0.9417 -1.1004 -1.4442 0.274
```

As for the multiplicity: 1. As for the LUMO energy: 0.0239 Ha. Its energy relative to the best compared isomer or geometry (same formula, charge and spin) is 293.3 kJ/mol. The frontier orbital gap comes out at 9.3367 eV. As for the structure (SMILES): Cl[C@H]1C=CCSN=C1.


Record 4
Here is C4H5O2Sc as an isolated structure in a non-equilibrium geometry from OMol25. Energies are from wB97M-V/def2-TZVPD.

```
12
Properties=species:S:1:pos:R:3:mulliken_charge:R:1
Sc -2.9105 3.3030 -1.3856 0.841
O 1.9864 -2.1734 -0.2719 -0.321
O -1.7526 2.2062 0.1950 -0.532
C -0.6576 0.0436 0.7415 -0.480
C 1.0444 -1.2632 -0.6311 -0.247
C -1.2237 1.1820 0.4738 0.642
C 0.8062 -0.2435 0.5072 -0.447
H 1.4085 0.6562 0.2294 0.325
H 0.0344 -1.6859 -0.8829 0.298
H 1.3432 -0.6699 -1.5363 0.257
H 1.2485 -0.6176 1.4439 0.296
H -1.3272 -0.7374 1.1170 0.368
```

As for the multiplicity: 2. As for the LUMO energy (alpha / beta): -0.1654 / -0.1573 Ha. As for the charge: +1. Its energy relative to the best compared isomer or geometry (same formula, charge and spin) is 0.0 kJ/mol. The frontier orbital gap (alpha / beta) comes out at 6.5890 / 9.1389 eV.


Record 5
Here is C4H11BClF4IrSn as an isolated structure in a non-equilibrium geometry from OMol25. Energies are from wB97M-V/def2-TZVPD.

```
23
Properties=species:S:1:pos:R:3:mulliken_charge:R:1
Ir 0.3812 0.2404 -3.1190 1.105
Sn 0.0726 0.0977 -0.5983 0.791
Cl 1.9491 1.4326 -1.7474 -0.376
F 0.5324 0.3719 3.7388 -0.290
F 1.0572 0.5822 1.3255 -0.415
F -0.7220 1.6994 2.5042 -0.316
F -0.9391 -0.5572 2.1023 -0.363
C -1.6316 1.3437 -0.2767 -1.174
C 0.1794 -1.6814 -1.8282 -1.111
C 1.9219 -0.6424 -4.0307 -1.166
C -0.7314 -0.1603 -4.7041 -1.113
B -0.0485 0.5075 2.5055 0.574
H -1.6296 -0.5364 -4.2113 0.313
H -2.4204 1.1898 -0.9939 0.409
H -1.2908 2.3658 -0.2835 0.373
H 2.6163 0.1798 -4.2621 0.365
H 0.8153 -2.5485 -1.3821 0.277
H -0.2925 -1.0018 -5.2627 0.328
H 1.6517 -1.2459 -4.9066 0.392
H -1.8855 1.0282 0.7113 0.362
H -1.0246 0.6702 -5.3899 0.313
H -0.8447 -2.0958 -1.9341 0.390
H 2.2834 -1.2386 -3.1920 0.331
```

As for the multiplicity: 5. As for the LUMO energy (alpha / beta): -0.0623 / -0.1337 Ha. The frontier orbital gap (alpha / beta) comes out at 4.9822 / 6.8606 eV.


Record 6
Here is an isolated ion of composition C7H13N4S and charge +1 in a non-equilibrium geometry from OMol25. Energies are from wB97M-V/def2-TZVPD.

```
25
Properties=species:S:1:pos:R:3:mulliken_charge:R:1
S -1.0523 -2.0609 -1.7697 -0.130
N 1.8485 -2.0976 2.3655 -0.364
N 0.6634 1.5654 0.2262 -0.021
N -0.9540 1.5496 -1.2990 -0.567
N 0.6901 -0.8390 0.8664 -0.179
C -1.8708 -0.7350 -0.8204 -0.185
C 1.7609 2.1560 1.0217 -0.878
C -0.8779 0.2976 -0.7516 0.512
C -3.1027 -0.2714 -1.4790 -1.263
C 1.3720 -0.9161 1.9815 0.047
C -0.0682 2.3034 -0.6328 -0.220
C 0.2205 0.2961 0.1558 0.420
H 2.6939 1.9096 0.3840 0.313
H 1.8560 0.0252 2.2443 -0.015
H 2.5262 -2.0962 3.1182 0.248
H 1.7368 1.7168 2.0153 0.417
H -1.8141 -1.2447 0.0958 0.540
H -0.0719 3.3300 -0.7490 0.450
H 1.2718 -2.9399 2.2805 0.214
H -0.9796 -1.3192 -2.8782 0.184
H 1.5968 3.2143 1.0296 0.314
H 0.2210 -1.6634 0.4895 0.120
H -2.8378 0.1667 -2.4751 0.341
H -3.7555 -1.2095 -1.7656 0.336
H -3.6728 0.4126 -0.8257 0.364
```

As for the multiplicity: 3. As for the LUMO energy (alpha / beta): -0.0940 / -0.2359 Ha. As for the charge: +1. The frontier orbital gap (alpha / beta) comes out at 6.7573 / 6.6518 eV.


Record 7
Here is C10H30LiO5S3 as an isolated structure in a non-equilibrium geometry from OMol25. Energies are from wB97M-V/def2-TZVPD.

```
49
Properties=species:S:1:pos:R:3:mulliken_charge:R:1
S 2.7960 1.7453 -0.3593 0.326
S 0.3510 -1.9987 2.0267 0.505
S 0.1790 -1.8247 -2.0033 0.232
O -0.3990 -0.8517 1.4007 -0.454
O 1.5020 0.9513 -0.4773 -0.268
O -0.4380 -0.9247 -0.9683 -0.629
O -3.5110 -2.1487 1.7827 -0.403
O -1.9580 1.8913 -0.0163 -0.324
C 1.4850 -2.6977 -1.0943 -0.048
C -1.5750 3.2343 0.3867 -0.432
C -1.2900 4.0273 -0.8773 -0.839
C 1.0390 -0.7057 -3.0893 -0.615
C 4.0700 0.4603 -0.5683 -1.182
C -3.9340 -0.6307 -0.1053 -0.748
C 3.0240 2.4373 -1.9913 -0.997
C 1.9810 -1.2677 2.5987 -0.901
C -4.3280 -1.9837 0.6637 -0.470
C -0.4050 -2.1067 3.6057 -1.251
Li -0.4000 0.3893 -0.0753 1.070
H 1.9620 -3.5557 -1.7013 0.384
H 4.1380 0.0353 0.5627 0.188
H -0.6530 3.3143 0.9357 0.324
H -2.1460 3.8383 -1.3233 0.411
H 1.9920 2.6723 -2.2733 0.294
H 1.4900 -1.0907 -3.9283 0.536
H -2.3250 3.7143 0.9157 0.466
H 1.8110 -0.4067 3.2367 0.386
H -2.7720 1.8353 -0.2713 0.160
H -0.4410 3.5673 -1.1403 -0.048
H 0.1520 -2.4227 4.2687 0.726
H -4.5680 -0.5567 -0.9093 0.543
H 0.3540 0.0463 -3.5043 0.320
H 1.9680 -1.8357 -1.0293 -0.366
H 2.3500 -1.8417 3.5207 0.424
H 3.6930 1.9223 -2.7743 0.311
H -0.7770 -1.0007 4.0137 0.236
H 4.8780 0.9393 -0.6283 0.718
H 3.6500 3.3603 -1.7603 0.424
H -5.4300 -2.0687 0.8747 0.334
H -4.2510 -2.6977 -0.2453 0.257
H 2.7230 -1.0167 1.9257 0.005
H 3.9030 -0.2317 -1.3943 0.304
H -1.2620 -2.6997 3.3397 0.278
H 1.8910 -0.2197 -2.5643 -0.241
H -3.3510 -3.0577 1.7817 0.290
H -1.2100 5.0313 -0.4923 0.349
H -3.9430 0.3133 0.4947 0.220
H -3.0060 -0.7187 -0.5233 0.004
H 0.9890 -3.1647 -0.2483 0.195
```

As for the multiplicity: 1. As for the LUMO energy: -0.0766 Ha. As for the charge: +1. Its energy relative to the best compared isomer or geometry (same formula, charge and spin) is 20.5 kJ/mol. The frontier orbital gap comes out at 9.7444 eV.


Record 8
Here is C38H28BaBrN3O4P as an isolated structure in a non-equilibrium geometry from OMol25. Energies are from wB97M-V/def2-TZVPD.

```
76
Properties=species:S:1:pos:R:3:mulliken_charge:R:1
Ba 1.0309 1.0890 -0.4453 2.019
Br -6.0074 2.8609 -3.1304 -0.243
P -1.0233 -0.9158 1.6185 0.668
O 3.1668 1.9279 -0.1015 -0.902
O 5.0617 1.6218 1.6597 -0.700
O -1.1478 0.6958 -1.1782 -0.709
O -0.8875 2.3395 0.3573 -1.021
N 3.7688 1.7843 -2.3326 -1.050
N -0.0326 1.5885 -3.9491 -0.293
N 2.4149 1.8908 -2.6512 0.248
C -1.3246 1.5828 -4.3014 -0.116
C -3.1987 -0.9266 5.0979 -0.756
C -5.2112 1.7734 0.7894 -0.694
C 4.0137 1.6367 -1.0461 0.963
C -0.0066 3.9520 -4.3192 -0.671
C -2.5743 -2.7973 3.1397 0.013
C 5.3774 1.1305 -0.6843 0.077
C 1.6739 -0.9224 1.2288 -0.852
C -3.0509 -3.0457 -1.2689 -0.667
C 6.2246 0.6008 -1.6608 -0.402
C -2.0157 2.7185 -4.6961 -0.451
C 2.9659 -1.4238 1.5260 -0.360
C -3.8300 1.6131 0.8032 -0.269
C -2.6756 -2.1279 -0.2946 -0.244
C -0.5776 -3.2489 -0.0071 -0.188
C -5.8741 2.1450 -0.3779 -0.334
C 0.6112 2.7606 -3.9531 0.779
C -3.6842 -2.2258 5.2071 -0.436
C -2.0803 -1.4981 3.0131 -0.067
C -3.0963 1.7988 -0.3652 -0.304
C 0.9249 -2.2449 3.2097 -0.392
C 7.0687 0.6351 0.9773 -0.791
C -1.3389 3.9279 -4.7014 -0.284
C 2.0395 2.7571 -3.4931 -0.884
C 2.2270 -2.6702 3.4615 -0.654
C 0.6701 -1.4055 2.1119 0.387
C -1.5929 1.5896 -0.3894 0.875
C -3.7494 2.1682 -1.5405 0.216
C 5.8094 1.1386 0.6490 0.476
C 7.4747 0.0979 -1.3416 -0.745
C -5.1234 2.3439 -1.5243 -0.033
C -3.3695 -3.1594 4.2248 -0.637
C -1.4384 -2.2184 0.3593 0.575
C 3.2504 -2.2659 2.6032 -0.766
C -2.1793 -4.0733 -1.6259 -0.481
C 7.8903 0.1213 -0.0077 -0.239
C -0.9456 -4.1701 -0.9939 -0.671
C -2.4100 -0.5694 4.0055 -0.394
H 0.1225 -2.5727 3.8667 0.289
H -2.4574 -4.7835 -2.3991 0.348
H 8.8632 -0.2756 0.2660 0.361
H -1.8267 0.6192 -4.2577 0.347
H -5.7819 1.6097 1.6983 0.395
H -4.0145 -2.9495 -1.7622 0.395
H -3.7423 -4.1761 4.3034 0.388
H -3.0590 2.6536 -4.9783 0.432
H 7.3704 0.6529 2.0196 0.416
H -3.3559 -1.3182 -0.0389 0.296
H -2.0336 0.4474 3.9222 0.418
H 0.5525 4.8826 -4.2836 0.387
H 4.2703 -2.5997 2.7847 0.358
H -4.3039 -2.5094 6.0519 0.365
H -0.2579 -4.9639 -1.2669 0.385
H -1.8478 4.8442 -4.9819 0.409
H 5.8663 0.5979 -2.6848 0.428
H 2.7034 3.5264 -3.8809 0.412
H -2.3349 -3.5333 2.3789 0.419
H 3.8130 -1.1291 0.8981 0.268
H 8.1153 -0.3125 -2.1135 0.381
H 2.4399 -3.3125 4.3131 0.368
H -3.3167 1.3379 1.7177 0.470
H -6.9487 2.2778 -0.3960 0.394
H 4.1785 1.8180 1.2896 0.335
H -3.1844 2.3063 -2.4587 0.229
H -3.4396 -0.1893 5.8567 0.389
H 0.3911 -3.3293 0.4735 0.322
```

As for the multiplicity: 1. As for the LUMO energy: 0.0792 Ha. As for the charge: -1. Its energy relative to the best compared isomer or geometry (same formula, charge and spin) is 196.1 kJ/mol. The frontier orbital gap comes out at 6.6496 eV.